19
Properties=species:S:1:pos:R:3 method="wB97M-V/def2-TZVPD" charge=-1 relative_energy_ev=5.063 homo_lumo_gap_ev=5.788 spin_multiplicity=1 homo_energy_ev=-1.71 total_energy_ev=-8912.000 molar_mass_g_mol=102.16
H 3.27 1.03 1.59
H -1.14 -0.54 -1.86
H -2.59 3.13 2.75
H 2.33 2.49 1.09
C -1.96 -0.53 0.05
O -3.12 -0.07 -0.34
H -1.92 -1.17 1.00
C 1.38 0.62 0.38
H -2.79 3.37 3.46
H 0.29 -2.28 0.07
N 1.68 -0.54 -0.44
H 0.97 0.41 1.37
H -0.92 0.25 -0.14
H 0.76 -2.07 -1.48
H 0.64 1.12 -0.14
C 0.55 -1.43 -0.66
C -0.78 -0.66 -0.87
H 3.24 1.73 -0.10
C 2.66 1.49 0.80

***

6
Properties=species:S:1:pos:R:3 method="wB97M-V/def2-TZVPD" relative_energy_ev=0.427 smiles=N#CC(F)(Cl)Cl homo_lumo_gap_ev=11.729 spin_multiplicity=1 homo_energy_ev=-12.25 total_energy_ev=-31324.867 molar_mass_g_mol=127.93
Cl -1.96 0.02 -0.51
N 1.48 -1.52 -0.58
C 0.58 -0.95 -0.14
F -0.35 0.32 1.53
C -0.28 0.29 0.13
Cl 0.52 1.84 -0.43

***

69
Properties=species:S:1:pos:R:3 method="wB97M-V/def2-TZVPD" relative_energy_ev=5.625 smiles="NC(N)=O.NC(N)=O.NC(N)=O.CCO.CCO.CCO.CO.CO.CO" homo_lumo_gap_ev=8.284 spin_multiplicity=1 homo_energy_ev=-8.24 total_energy_ev=-40491.205 molar_mass_g_mol=414.50
H -4.14 -3.71 0.10
H -4.54 1.54 -2.32
H -3.31 -2.25 0.51
H -0.34 1.37 -1.85
H 4.61 1.27 -3.96
H -1.68 0.04 -1.16
C 1.52 -3.54 3.77
O -2.41 -3.18 2.87
H -4.34 -0.03 -0.66
H -0.20 -0.45 0.76
C 2.99 1.12 2.35
C -0.64 3.32 0.59
H 1.43 0.79 1.08
H -0.68 -1.71 -2.36
C -0.54 -1.55 -1.27
N 4.33 1.30 2.32
H 2.68 -1.98 3.33
H 4.73 1.56 3.18
H -0.35 4.77 -0.74
H -3.04 -4.91 2.00
H 3.37 2.46 -3.93
C 0.97 -1.76 -0.88
H 0.99 -1.72 3.06
H -0.84 3.75 1.55
N -0.33 2.27 -2.34
H -3.13 1.98 -1.30
O 0.30 1.31 -4.49
N -0.74 3.35 -4.23
H 1.29 -2.63 -1.47
H 2.87 1.12 0.24
H 4.82 1.57 1.44
H -2.98 -3.27 3.64
O -3.54 -0.02 -1.16
C -0.27 2.26 -3.65
H 3.61 0.22 -1.92
H -0.82 3.40 -5.26
O 2.17 1.61 -1.63
H -0.09 -4.90 3.79
C -2.67 -3.94 1.75
O 2.39 0.87 3.56
N 1.69 -2.27 3.50
H -1.37 3.93 -3.69
C -3.56 1.21 -1.96
N 0.21 -3.94 3.72
O -0.02 -0.32 1.67
C -1.15 -0.01 2.36
H -0.69 3.04 -1.78
H -1.16 0.05 3.47
O 2.54 -4.45 4.00
H 0.37 3.10 0.52
O -1.06 4.18 -0.46
H 1.10 -2.04 0.13
H 4.61 2.46 -2.63
H -4.60 -2.86 1.53
H 1.62 -0.94 -1.05
H -1.95 -0.71 2.01
H -1.48 1.01 2.08
H -0.56 -3.37 3.39
N 2.40 1.12 1.18
H 1.57 2.15 -2.19
H 2.53 0.24 -3.20
C -3.73 -3.17 0.95
H -1.18 2.34 0.41
C 3.97 1.82 -3.29
H -1.71 -3.91 1.19
C 3.05 0.89 -2.53
O -0.77 -0.20 -1.05
H -2.87 1.19 -2.83
H -1.22 -2.24 -0.78

***

10
Properties=species:S:1:pos:R:3 method="wB97M-V/def2-TZVPD" relative_energy_ev=1.516 smiles=Oc1ccn[nH]1 homo_lumo_gap_ev=9.601 spin_multiplicity=1 homo_energy_ev=-9.02 total_energy_ev=-8202.369 molar_mass_g_mol=84.08
C 1.53 0.02 -0.16
C -0.63 0.10 0.07
H 0.53 1.89 0.66
H 2.59 0.26 -0.16
N 1.10 -1.16 -0.60
O -1.99 0.15 0.09
H -1.05 -1.62 -0.66
H -2.32 0.55 0.89
C 0.48 0.88 0.28
N -0.24 -1.07 -0.42

***

18
Properties=species:S:1:pos:R:3 method="wB97M-V/def2-TZVPD" relative_energy_ev=0.535 homo_lumo_gap_ev="7.464 / 6.672" spin_multiplicity=1 homo_energy_ev="-9.15 / -8.82" total_energy_ev=-159779.525 molar_mass_g_mol=297.01
Br -6.23 0.68 -1.53
N -4.49 0.30 -1.09
C -0.04 -1.08 0.15
Br -4.52 -3.45 0.03
C 1.78 0.55 0.00
H 0.82 -1.71 -0.06
C -1.42 -1.42 0.06
C -2.00 0.94 0.06
S -4.10 -0.76 0.06
H -2.89 1.59 -0.01
C 0.32 0.25 0.10
H 2.25 -0.48 -0.29
H -0.34 2.31 0.01
H 2.03 1.25 -0.83
C -0.65 1.27 0.16
H -1.68 -2.55 0.19
H 2.25 0.67 1.00
C -2.36 -0.41 0.02

***

16
Properties=species:S:1:pos:R:3 method="wB97M-V/def2-TZVPD" relative_energy_ev=1.069 smiles=CCC1(O)CC1 homo_lumo_gap_ev=10.858 spin_multiplicity=1 homo_energy_ev=-9.83 total_energy_ev=-7393.696 molar_mass_g_mol=86.13
H 2.24 -0.50 0.93
O -0.36 -1.09 1.30
C 0.80 -0.25 -0.69
H -2.70 -0.57 -0.14
C -0.46 -0.24 0.18
C -1.81 -0.03 -0.47
H 1.99 1.18 0.43
H 0.93 -1.28 -1.08
H 2.96 0.09 -0.58
H -1.03 1.98 0.16
H 0.66 0.38 -1.57
H -0.49 -2.00 1.01
C -1.27 0.98 0.50
C 2.07 0.15 0.06
H -1.75 0.94 1.48
H -1.79 0.24 -1.52